{
  "formula": "CH8NS",
  "method": "ωB97M-V/def2-TZVPD",
  "species": ["S", "N", "C", "H", "H", "H", "H", "H", "H", "H", "H"],
  "xyz": [[-0.733455, -0.604952, -0.367742], [-0.081112, 1.568186, 1.542555], [0.519878, -1.402496, -1.406612], [-1.830324, -1.122248, -0.928448], [-0.091057, 0.667379, 2.031199], [0.767386, 1.507047, 0.972419], [-0.918655, 1.680484, 0.975726], [0.923920, -2.306524, -0.977497], [0.078841, -1.608174, -2.381970], [1.293976, -0.690394, -1.689913], [0.070603, 2.311693, 2.230284]],
  "forces_ev_per_angstrom": [[0.11, -0.28, -0.19], [1.21, -0.11, 0.90], [-0.11, 0.36, -1.04], [-0.02, -0.01, 0.07], [-0.50, 0.00, -0.01], [-0.32, 0.26, -0.42], [-0.01, 0.02, -0.17], [0.05, -0.06, 0.19], [-0.22, -0.29, 0.20], [0.16, 0.03, 0.57], [-0.33, 0.09, -0.10]],
  "mulliken_charge": [-0.229, -0.537, -0.758, 0.163, 0.386, 0.348, 0.339, 0.308, 0.310, 0.284, 0.386],
  "gap_ev": 9.303,
  "charge": 1,
  "energy_ha": -495.56841,
  "max_force_ev_per_a": 1.51,
  "homo_energy_ev": -13.3990,
  "de_lowest_kj_mol": 29.6
}

***

{
  "formula": "CH8NSi",
  "method": "ωB97M-V/def2-TZVPD",
  "species": ["Si", "N", "C", "H", "H", "H", "H", "H", "H", "H", "H"],
  "xyz": [[-1.444390, 1.137403, 0.970978], [0.467277, 0.135218, -0.628109], [1.060782, -0.926838, 0.175123], [-0.582063, 0.204856, 1.916851], [-2.921583, 1.009652, 0.564302], [1.266938, -1.874116, -0.379600], [0.985969, 0.998702, -0.876415], [0.259652, -0.192333, -1.564617], [0.531357, -1.067549, 1.084198], [-0.818804, 2.299886, 0.811289], [2.075075, -0.662031, 0.419315]],
  "forces_ev_per_angstrom": [[0.28, -4.55, 0.01], [-1.88, 1.47, -0.63], [2.13, -0.48, -0.97], [-1.67, 0.99, -0.80], [1.29, -0.14, 0.32], [-1.00, 0.68, 0.26], [0.23, -0.87, 1.09], [-0.62, -0.33, 0.09], [-0.43, -0.51, 0.55], [1.26, 3.32, -0.41], [0.41, 0.42, 0.48]],
  "mulliken_charge": [0.663, -0.518, -0.634, 0.020, 0.071, 0.306, 0.323, 0.292, 0.168, -0.003, 0.314],
  "gap_ev": 9.788,
  "charge": 1,
  "energy_ha": -386.78559,
  "max_force_ev_per_a": 4.56,
  "homo_energy_ev": -15.6823,
  "de_lowest_kj_mol": 232.4
}

***

{
  "formula": "CH8O2",
  "method": "ωB97M-V/def2-TZVPD",
  "species": ["O", "O", "C", "H", "H", "H", "H", "H", "H", "H", "H"],
  "xyz": [[3.334518, 3.072339, -3.672398], [2.876201, -0.773112, 1.659182], [-5.985642, -2.298784, 2.081356], [-6.850880, -2.337638, 2.613538], [-6.267871, -2.786825, 1.099507], [2.031789, -1.224583, 1.508502], [-5.735544, -1.200573, 1.835987], [2.977640, 2.160070, -3.577800], [2.448585, 0.057961, 1.779314], [2.654267, 3.552952, -4.131490], [-5.029892, -2.822481, 2.490032]],
  "forces_ev_per_angstrom": [[0.02, -1.30, 0.40], [-0.90, -0.83, -0.23], [3.77, 0.51, -3.19], [-2.03, -0.21, 2.23], [0.64, 0.49, 0.91], [0.53, -0.99, -0.13], [-0.32, -1.71, 0.47], [0.40, 1.01, -0.11], [0.36, 1.82, 0.37], [-0.42, 0.29, -0.29], [-2.05, 0.92, -0.41]],
  "mulliken_charge": [-0.642, -0.622, -0.855, 0.251, 0.214, 0.314, 0.199, 0.324, 0.308, 0.318, 0.191],
  "gap_ev": 12.448,
  "charge": 0,
  "smiles": "C.O.O",
  "energy_ha": -193.33980,
  "max_force_ev_per_a": 4.97,
  "homo_energy_ev": -11.6182,
  "de_lowest_kj_mol": 67.2
}

***

{
  "formula": "CH8O2Si2",
  "method": "ωB97M-V/def2-TZVPD",
  "species": ["Si", "Si", "O", "O", "C", "H", "H", "H", "H", "H", "H", "H", "H"],
  "xyz": [[1.407455, 0.864380, 0.879602], [-0.158380, -1.925369, -2.009444], [-1.304635, -0.826658, -0.232090], [0.979660, -1.124568, -1.426139], [0.289972, 2.185992, 1.277947], [-1.187786, -0.088875, -0.843992], [-0.807614, -1.346483, -3.152557], [1.156174, -0.018750, 2.117941], [-0.594373, -0.661525, 0.463289], [-0.359228, -3.349289, -1.802074], [-0.502552, 1.969358, 2.060283], [2.435142, 0.275986, 0.054413], [-0.068706, 3.149029, 0.733080]],
  "forces_ev_per_angstrom": [[-2.21, 0.50, 2.69], [0.09, 0.10, 0.78], [0.21, -0.39, 0.38], [1.62, 0.44, 0.26], [-0.95, 0.66, -1.37], [-0.03, 0.46, 0.41], [-0.83, 0.07, -0.53], [0.36, 0.09, -0.96], [-1.07, -0.34, -1.25], [-0.30, -0.33, 0.10], [1.45, -0.11, -0.70], [0.45, 0.66, -0.50], [1.20, -1.81, 0.68]],
  "mulliken_charge": [0.454, 0.429, -0.624, -0.386, -0.682, 0.412, -0.088, -0.107, 0.251, -0.089, 0.234, -0.079, 0.274],
  "gap_ev": 8.682,
  "charge": 0,
  "energy_ha": -772.23173,
  "max_force_ev_per_a": 3.52,
  "homo_energy_ev": -8.4793,
  "de_lowest_kj_mol": 304.6
}